This record from the OMol25 dataset describes a structure of composition C27H21N2O7Pd. The level of theory is ωB97M-V with the def2-TZVPD basis set.

Cartesian coordinates (Å):
Pd 0.518 -0.491 1.614
O -5.290 -3.108 -1.382
O 0.294 0.062 -0.818
O -1.148 0.458 1.877
O -3.294 0.639 1.345
O 1.153 -0.036 3.539
O -4.010 -4.943 -1.776
O 2.977 -0.161 4.833
N -0.953 -1.960 0.771
N 2.434 -1.241 1.535
C -1.061 2.022 -1.026
C -3.239 -1.924 0.095
C -0.666 4.205 -0.109
C -4.278 -3.821 -1.319
C 5.147 -2.578 -0.609
C -0.635 0.658 -1.337
C 5.196 -1.625 1.677
C -2.255 0.012 1.357
C 3.119 -0.959 2.620
C -3.331 1.461 -2.052
C -1.949 4.602 -0.454
C 3.095 -1.788 0.458
C 4.505 -1.106 2.725
C 1.189 2.563 0.061
C 3.041 -2.709 -1.760
C -2.782 3.696 -1.100
C 2.368 -0.330 3.789
C -2.438 5.980 -0.104
C 2.381 -2.145 -0.702
C -2.362 2.412 -1.401
C -2.149 -1.358 0.726
C -0.201 2.923 -0.366
C 4.502 -2.003 0.507
C -3.097 -3.169 -0.517
C -0.830 -3.171 0.237
C -1.874 -3.808 -0.414
C 4.427 -2.928 -1.717
H -3.566 0.628 -1.387
H 1.324 -1.947 -0.740
H 6.273 -1.742 1.719
H 4.921 -3.372 -2.572
H -1.233 0.129 -2.095
H 1.735 1.996 -0.691
H 1.173 1.950 0.968
H -1.783 -4.786 -0.870
H -2.690 6.035 0.957
H -1.671 6.732 -0.299
H 2.486 -2.991 -2.646
H -4.197 -1.425 0.052
H 6.218 -2.738 -0.566
H -3.791 3.992 -1.363
H -4.262 1.980 -2.274
H 0.143 -3.639 0.329
H -2.958 1.044 -2.988
H 4.969 -0.799 3.651
H -0.007 4.907 0.391
H -3.329 6.241 -0.673
H 1.744 3.474 0.293

- LUMO (Eh) = 0.046
- total charge = -1
- 2S+1 = 1
- electronic energy (Ha) = -1805.72668
- HOMO energy (eV) = -5.5

Results of the Mulliken charge analysis, in e, for atoms 1 through 5:
1. Pd 0.293
2. O -0.713
3. O -0.091
4. O -0.618
5. O -0.686